Entry 1:
A molecular structure, C37H80ClF2I2N3NbO16 in a non-equilibrium geometry. Source: the Open Molecules 2025 dataset; level of theory: wB97M-V/def2-TZVPD.

ORCA input file:
```
! wB97M-V def2-TZVPD RIJCOSX def2/J DEFGRID3
* xyz -1 1
C 9.29 4.33 6.38
C 7.66 4.35 6.22
C 7.19 3.52 4.91
C 5.86 4.17 4.19
N 4.99 3.03 3.82
Nb 4.39 2.97 1.77
C 2.21 2.85 2.55
O 1.35 1.98 1.76
C 0.08 2.55 1.47
O -0.82 2.67 2.60
C -1.48 3.95 2.64
C -1.97 4.14 4.19
O -0.77 4.58 4.92
C 4.07 5.23 1.69
C 3.37 5.82 0.39
C 1.77 5.74 0.35
Cl 3.76 7.66 0.38
N 6.46 3.07 1.20
C 6.83 4.22 0.71
O 7.10 5.41 0.41
C 3.65 2.63 -0.37
I 3.27 0.45 -0.71
C 4.69 3.00 -1.55
C 3.79 3.03 -2.93
I 6.20 1.42 -1.95
N 4.64 0.79 1.90
C 6.06 0.44 2.14
O 6.63 0.52 3.26
F 6.90 -0.08 1.08
C 3.78 0.19 2.92
O 2.81 -0.55 2.59
F 3.98 0.30 4.35
H 9.59 4.19 7.48
H 9.71 5.34 6.01
H 9.77 3.46 5.80
H 7.27 5.42 6.21
H 7.26 3.76 7.13
H 8.00 3.50 4.09
H 6.90 2.46 5.20
H 5.34 4.80 5.00
H 6.27 4.82 3.35
H 4.18 2.99 4.45
H 2.24 2.42 3.62
H 1.75 3.91 2.65
H -0.43 1.82 0.72
H 0.10 3.56 0.94
H -0.80 4.85 2.42
H -2.39 4.04 1.93
H -2.82 4.90 4.22
H -2.29 3.08 4.54
H -0.49 5.42 4.50
H 4.99 5.87 1.92
H 3.34 5.44 2.57
H 3.76 5.44 -0.62
H 1.40 6.71 -0.16
H 1.32 5.73 1.40
H 1.36 4.89 -0.32
H 2.62 3.11 -0.45
H 5.16 4.03 -1.50
H 3.71 2.01 -3.43
H 2.74 3.40 -2.60
H 4.21 3.86 -3.61
C -0.43 0.16 -2.51
O 0.31 -1.05 -2.52
C -0.50 -2.19 -2.21
C -0.92 -2.94 -3.47
O -1.77 -2.15 -4.29
C -1.08 -1.54 -5.37
H 0.16 0.92 -3.03
H -1.39 0.06 -3.02
H -0.60 0.48 -1.48
H -1.38 -1.89 -1.62
H 0.10 -2.85 -1.58
H -1.49 -3.83 -3.17
H -0.04 -3.27 -4.03
H -0.90 -2.28 -6.16
H -0.12 -1.11 -5.05
H -1.70 -0.74 -5.77
C 3.83 -5.60 -6.61
O 3.07 -5.76 -7.80
C 1.68 -5.91 -7.54
C 0.92 -4.60 -7.76
O 1.32 -3.61 -6.82
C 2.26 -2.69 -7.36
H 4.81 -5.20 -6.88
H 3.36 -4.90 -5.92
H 3.96 -6.57 -6.12
H 1.51 -6.30 -6.53
H 1.30 -6.66 -8.25
H -0.14 -4.78 -7.61
H 1.06 -4.24 -8.79
H 1.74 -1.97 -8.00
H 3.04 -3.19 -7.94
H 2.73 -2.16 -6.54
C -5.76 5.16 1.04
O -5.02 3.95 1.04
C -5.82 2.82 1.36
C -6.24 2.06 0.10
O -7.11 2.85 -0.72
C -6.42 3.46 -1.81
H -5.17 5.92 0.52
H -6.72 5.06 0.54
H -5.92 5.49 2.08
H -6.70 3.12 1.95
H -5.21 2.16 1.98
H -6.81 1.17 0.40
H -5.37 1.73 -0.47
H -6.25 2.72 -2.60
H -5.46 3.89 -1.50
H -7.05 4.25 -2.20
C -0.11 -4.72 1.84
O -0.32 -5.13 0.50
C -0.28 -6.55 0.35
C -1.68 -7.14 0.29
O -2.37 -6.97 1.53
C -3.27 -5.87 1.50
H -0.43 -3.68 1.94
H -0.67 -5.33 2.56
H 0.96 -4.78 2.09
H 0.31 -7.01 1.15
H 0.23 -6.76 -0.60
H -1.60 -8.22 0.12
H -2.26 -6.71 -0.54
H -4.18 -6.15 0.96
H -2.83 -4.99 1.03
H -3.54 -5.61 2.53
C -7.30 -3.84 1.77
O -7.51 -4.24 0.43
C -7.47 -5.66 0.28
C -8.88 -6.25 0.22
O -9.57 -6.08 1.45
C -10.47 -4.98 1.43
H -7.62 -2.80 1.88
H -7.86 -4.45 2.48
H -6.23 -3.90 2.01
H -6.88 -6.12 1.08
H -6.96 -5.87 -0.67
H -8.80 -7.33 0.04
H -9.45 -5.82 -0.61
H -11.38 -5.26 0.89
H -10.02 -4.10 0.96
H -10.73 -4.73 2.46
*
```

E_LUMO (eV): 1.3
Energy (hartree): -4137.72477

Löwdin atomic charge list, values in e, 2 entries: atom 1 (C): -0.15, atom 2 (C): -0.25

---

Entry 2:
C4H6N2 in the gas phase. Source: the Open Molecules 2025 dataset; level of theory: wB97M-V/def2-TZVPD.

ORCA input file:
```
! wB97M-V def2-TZVPD RIJCOSX def2/J DEFGRID3
* xyz 0 1
N -2.01 0.27 -0.29
C -0.65 0.10 -0.03
C 0.28 1.09 0.16
N 1.55 0.50 0.21
C 1.39 -0.86 0.06
C 0.06 -1.14 -0.07
H -2.37 1.13 0.10
H -2.58 -0.51 0.00
H 0.16 2.16 0.25
H 2.24 0.95 -0.37
H 2.24 -1.52 0.11
H -0.37 -2.13 -0.15
*
```

E_LUMO (eV): 1.2
Relative energy (zero: lowest compared OMol25 entry of this formula, charge and spin) (eV): 0.633
Structure (SMILES): Nc1cc[nH]c1
Energy (hartree): -265.51231

natural (NBO) atomic charge list, values in e, 2 entries: atom 1 (N): -0.80, atom 2 (C): 0.09

---

Entry 3:
2 unconnected molecules or ions with the total composition C7H10N3O2 in a non-equilibrium geometry. Source: the Open Molecules 2025 dataset; level of theory: wB97M-V/def2-TZVPD.

ORCA input file:
```
! wB97M-V def2-TZVPD RIJCOSX def2/J DEFGRID3
* xyz 1 1
C 2.54 2.78 -0.90
C 2.00 1.74 -1.73
C 2.23 2.81 0.48
C 1.30 0.72 -1.13
C 1.37 1.89 1.03
C 0.91 0.84 0.23
C -1.88 -2.59 0.00
N -2.34 -3.86 0.15
N -2.61 -1.64 0.78
N -2.27 -0.38 0.60
O -0.88 -2.20 -0.60
O 0.24 -0.13 0.79
H 3.08 3.44 -1.48
H 2.37 1.78 -2.77
H 2.75 3.58 1.22
H 1.08 -0.03 -1.84
H 1.15 1.98 1.99
H -3.02 -4.05 0.82
H -1.60 -4.45 -0.14
H -3.49 -1.80 1.25
H -2.76 0.39 1.07
H -0.15 -0.80 0.19
*
```

E_LUMO (spin up / spin down) (eV): -3.3 / -6.9
Relative energy (zero: lowest compared OMol25 entry of this formula, charge and spin) (eV): 3.202
Energy (hartree): -587.12829

natural (NBO) atomic charge list, values in e, 2 entries: atom 1 (C): -0.04, atom 2 (C): -0.18

---

Entry 4:
2 unconnected molecules or ions with the total composition C3H11NOS2 in a non-equilibrium geometry. Source: the Open Molecules 2025 dataset; level of theory: wB97M-V/def2-TZVPD.

ORCA input file:
```
! wB97M-V def2-TZVPD RIJCOSX def2/J DEFGRID3
* xyz 1 2
S 2.44 0.32 -1.65
S 2.16 -0.03 0.33
C 0.44 -0.57 0.42
C -0.39 0.52 1.08
C -0.47 1.83 0.24
N -0.24 1.64 -1.18
H 2.59 1.65 -1.44
H 0.48 -1.38 1.17
H 0.09 -1.10 -0.46
H -0.15 0.75 2.11
H -1.40 0.10 1.09
H 0.32 2.46 0.68
H -1.40 2.35 0.45
H -0.49 2.43 -1.77
H -0.65 0.80 -1.60
H -0.79 -3.55 0.77
H -1.23 -4.59 -0.19
O -1.31 -3.64 -0.03
*
```

E_LUMO (spin up / spin down) (eV): -4.0 / -8.0
<S²>: 0.76
Relative energy (zero: lowest compared OMol25 entry of this formula, charge and spin) (eV): 0.561
Energy (hartree): -1046.94363

natural (NBO) atomic charge list, values in e, 2 entries: atom 1 (S): 0.24, atom 2 (S): 0.35

---

Entry 5:
2 unconnected molecules or ions with the total composition C5H13NO in a non-equilibrium geometry. Source: the Open Molecules 2025 dataset; level of theory: wB97M-V/def2-TZVPD.

ORCA input file:
```
! wB97M-V def2-TZVPD RIJCOSX def2/J DEFGRID3
* xyz 0 1
C 1.04 -0.86 0.66
C 1.36 0.35 -0.36
C 0.17 1.32 -0.68
C 0.41 2.60 -0.86
C -1.26 0.63 -0.84
N 0.13 -0.44 1.86
H 0.35 -1.47 0.00
H 2.07 -1.24 1.03
H 2.31 0.89 -0.09
H 1.58 -0.13 -1.45
H -0.21 3.18 -1.44
H 1.16 3.21 -0.29
H -1.99 1.33 -1.07
H -1.70 0.06 0.06
H -1.17 -0.03 -1.69
H 0.15 -1.22 2.52
H 0.45 0.38 2.24
H -1.61 -2.13 -0.31
H -1.35 -3.64 0.38
O -1.89 -2.79 0.34
*
```

E_LUMO (eV): 0.8
Relative energy (zero: lowest compared OMol25 entry of this formula, charge and spin) (eV): 3.226
Structure (SMILES): C=C(C)CCN.O
Energy (hartree): -328.20030

natural (NBO) atomic charge list, values in e, 2 entries: atom 1 (C): -0.24, atom 2 (C): -0.45

---

Entry 6:
2 unconnected molecules or ions with the total composition C10H17ClN2O in a non-equilibrium geometry. Source: the Open Molecules 2025 dataset; level of theory: wB97M-V/def2-TZVPD.

ORCA input file:
```
! wB97M-V def2-TZVPD RIJCOSX def2/J DEFGRID3
* xyz 0 1
C 2.92 0.51 -3.23
C 2.88 0.66 -1.86
C 2.34 -0.51 -1.38
C -0.64 1.32 -1.08
C -0.57 -0.40 2.31
C -2.64 0.13 1.08
C -1.23 1.93 1.67
C 1.76 -2.74 -2.26
C -0.63 0.25 -0.03
C -1.22 0.49 1.32
N 2.50 -0.75 -3.55
N 2.19 -1.36 -2.39
O -0.19 -0.87 -0.36
Cl 3.45 1.94 -0.95
H 3.54 1.07 -3.91
H 0.09 2.04 -0.97
H -1.46 1.96 -1.17
H -0.49 0.82 -2.04
H -0.56 -1.39 1.90
H -1.00 -0.49 3.17
H 0.43 -0.18 2.45
H -2.99 -0.37 1.92
H -2.87 -0.62 0.38
H -3.34 0.98 0.85
H -1.84 1.84 2.70
H -0.26 2.47 1.61
H -1.88 2.35 0.85
H 2.40 -3.37 -2.96
H 1.79 -3.13 -1.20
H 0.69 -2.85 -2.70
H 2.11 -0.86 -0.37
*
```

E_LUMO (eV): 0.7
Relative energy (zero: lowest compared OMol25 entry of this formula, charge and spin) (eV): 0.644
Structure (SMILES): CC(=O)C(C)(C)C.Cn1cc(Cl)cn1
Energy (hartree): -1036.08179

natural (NBO) atomic charge list, values in e, 2 entries: atom 1 (C): -0.08, atom 2 (C): -0.21

---

Entry 7:
A molecular structure, C4H4CrO6 in a non-equilibrium geometry. Source: the Open Molecules 2025 dataset; level of theory: wB97M-V/def2-TZVPD.

ORCA input file:
```
! wB97M-V def2-TZVPD RIJCOSX def2/J DEFGRID3
* xyz 1 6
O 3.02 -0.59 -0.56
C 2.06 0.01 -0.01
O 2.26 1.11 0.59
O 0.87 -0.55 -0.06
O -0.96 -0.98 1.18
C -1.80 -1.57 0.27
C -0.19 0.04 0.68
Cr 4.10 0.89 0.09
H -2.71 -1.94 0.72
H -1.34 -1.90 -0.67
H 0.18 0.69 1.48
C -1.23 0.86 -0.29
O -2.01 1.64 0.20
H -1.34 1.50 -2.06
O -0.91 0.79 -1.57
*
```

E_LUMO (spin up / spin down) (eV): -6.3 / -6.3
<S²>: 8.78
Relative energy (zero: lowest compared OMol25 entry of this formula, charge and spin) (eV): 0.000
Energy (hartree): -1650.38227

natural (NBO) atomic charge list, values in e, 2 entries: atom 1 (O): -0.68, atom 2 (C): 0.97

---

Entry 8:
A molecular structure, C29H40BrN3ORhSb in a non-equilibrium geometry. Source: the Open Molecules 2025 dataset; level of theory: wB97M-V/def2-TZVPD.

ORCA input file:
```
! wB97M-V def2-TZVPD RIJCOSX def2/J DEFGRID3
* xyz 0 1
Rh -1.16 0.22 0.77
Br 2.83 7.75 -4.91
C 3.03 5.86 -4.88
C 4.17 5.29 -5.42
C 4.31 3.91 -5.41
C 3.33 3.09 -4.83
C 2.18 3.70 -4.28
C 2.04 5.08 -4.30
N 3.56 1.73 -4.81
N 2.71 0.90 -4.32
C 2.36 0.84 -3.03
C 2.94 1.64 -2.01
C 2.51 1.58 -0.70
C 1.42 0.78 -0.32
O 0.97 0.72 0.88
C 0.80 -0.03 -1.35
N -0.28 -0.77 -0.97
C -0.80 -1.63 -1.82
C -0.30 -1.79 -3.12
C 0.74 -1.01 -3.54
C 1.31 -0.08 -2.65
H 4.94 5.92 -5.85
H 5.19 3.44 -5.83
H 1.41 3.09 -3.83
H 1.17 5.55 -3.86
H 3.75 2.30 -2.30
H 2.99 2.18 0.06
H -1.64 -2.22 -1.46
H -0.75 -2.53 -3.77
H 1.15 -1.09 -4.54
C -1.14 -4.50 2.63
C -1.02 -3.26 3.51
C -2.38 -2.83 4.07
Sb -0.17 -1.60 2.39
C 1.83 -2.27 1.90
C 1.85 -3.06 0.59
C 2.48 -3.05 3.05
C 0.35 -0.24 4.02
C -0.65 0.91 4.11
C 0.51 -0.93 5.37
H -1.59 -5.32 3.19
H -0.17 -4.84 2.26
H -1.79 -4.30 1.76
H -0.32 -3.45 4.33
H -3.07 -2.58 3.25
H -2.30 -1.96 4.72
H -2.82 -3.65 4.65
H 2.35 -1.32 1.76
H 1.34 -4.03 0.70
H 2.88 -3.27 0.29
H 1.37 -2.51 -0.22
H 1.92 -3.96 3.29
H 2.56 -2.44 3.95
H 3.49 -3.34 2.76
H 1.32 0.16 3.69
H -1.64 0.55 4.43
H -0.78 1.40 3.15
H -0.31 1.65 4.83
H -0.45 -1.34 5.72
H 0.85 -0.21 6.12
H 1.23 -1.75 5.34
C -3.19 1.41 -1.67
C -3.94 0.86 -0.45
C -5.07 1.82 -0.07
C -4.55 -0.52 -0.82
C -3.04 0.60 0.72
H -3.87 1.50 -2.53
H -2.37 0.75 -1.95
H -2.78 2.40 -1.45
H -5.76 1.94 -0.91
H -4.67 2.81 0.19
H -5.63 1.45 0.79
H -5.26 -0.41 -1.64
H -5.07 -0.95 0.04
H -3.76 -1.21 -1.12
H -3.64 0.48 1.63
*
```

E_LUMO (spin up / spin down) (eV): -1.4 / -1.4
Relative energy (zero: lowest compared OMol25 entry of this formula, charge and spin) (eV): 3.354
Energy (hartree): -4293.14521

Löwdin atomic charge list, values in e, 2 entries: atom 1 (Rh): 0.61, atom 2 (Br): 0.71

---

Entry 9:
C5H9NO in the gas phase in a non-equilibrium geometry. Source: the Open Molecules 2025 dataset; level of theory: wB97M-V/def2-TZVPD.

ORCA input file:
```
! wB97M-V def2-TZVPD RIJCOSX def2/J DEFGRID3
* xyz 0 1
C 1.93 -0.36 0.00
C 0.89 -1.59 -0.34
C -0.24 -0.60 -0.50
C -1.45 -0.70 0.45
C 1.10 1.94 -0.01
N 0.92 0.52 -0.06
O 3.10 -0.42 0.19
H 1.10 -2.27 -1.26
H 0.71 -2.18 0.58
H -0.52 -0.35 -1.54
H -2.38 -0.48 -0.22
H -1.22 0.12 1.24
H -1.51 -1.73 0.98
H 1.05 2.51 -1.05
H 0.21 2.45 0.62
H 2.06 1.98 0.48
*
```

E_LUMO (eV): 0.9
Relative energy (zero: lowest compared OMol25 entry of this formula, charge and spin) (eV): 2.645
Structure (SMILES): C[C@@H]1CC(=O)N1C
Energy (hartree): -325.84034

natural (NBO) atomic charge list, values in e, 2 entries: atom 1 (C): 0.71, atom 2 (C): -0.54

---

Entry 10:
A molecular structure, C19H23ClMoN6O7. Source: the Open Molecules 2025 dataset; level of theory: wB97M-V/def2-TZVPD.

ORCA input file:
```
! wB97M-V def2-TZVPD RIJCOSX def2/J DEFGRID3
* xyz 2 1
Mo 0.94 -1.22 0.42
N -0.38 -0.73 2.13
C -0.42 0.75 2.27
C 0.90 1.35 1.82
O 1.25 2.45 2.09
N 1.66 0.44 1.07
C 3.03 0.83 0.75
C 3.69 -0.40 0.18
O 4.80 -0.49 -0.21
O 2.79 -1.44 0.13
H -0.13 -1.17 3.00
H -1.32 -1.06 1.90
H -1.21 1.14 1.63
H -0.63 1.06 3.30
H 3.07 1.64 0.03
H 3.55 1.17 1.65
O -2.41 -1.77 -4.43
C -1.53 -2.77 -4.40
O -1.49 -3.63 -5.23
C -0.61 -2.80 -3.21
C 0.34 -3.81 -2.95
Cl 0.69 -5.20 -3.81
N 0.96 -3.50 -1.79
N 0.45 -2.37 -1.29
C -0.50 -1.94 -2.13
C -1.18 -0.73 -1.61
O -2.11 -0.19 -2.17
O -0.68 -0.33 -0.46
C 1.92 -4.19 -0.98
C 1.68 -4.20 0.40
C 2.62 -4.75 1.25
C 3.79 -5.29 0.72
C 4.01 -5.26 -0.65
C 3.08 -4.70 -1.51
H -2.32 -1.14 -3.69
H 0.72 -3.85 0.80
H 2.45 -4.78 2.31
H 4.53 -5.72 1.38
H 4.93 -5.67 -1.06
H 3.27 -4.65 -2.58
N -6.26 2.23 -1.26
C -6.57 0.78 -1.00
C -5.69 0.27 0.14
N -4.27 0.49 -0.08
C -3.99 1.89 -0.36
C -4.80 2.45 -1.53
H -6.55 2.78 -0.45
H -6.82 2.56 -2.05
H -6.37 0.24 -1.93
H -7.63 0.69 -0.77
H -5.89 -0.79 0.28
H -5.98 0.77 1.07
H -3.93 -0.07 -0.86
H -2.93 2.01 -0.60
H -4.19 2.48 0.54
H -4.56 1.93 -2.46
H -4.64 3.52 -1.67
*
```

E_LUMO (spin up / spin down) (eV): -7.3 / -7.2
Relative energy (zero: lowest compared OMol25 entry of this formula, charge and spin) (eV): 0.642
Energy (hartree): -2120.97320

natural (NBO) atomic charge list, values in e, 2 entries: atom 1 (Mo): 1.56, atom 2 (N): -0.77